{
  "formula": "C37H30N4O6PReS",
  "method": "wB97M-V/def2-TZVPD",
  "symbols": ["Re", "O", "C", "O", "C", "C", "C", "C", "C", "C", "P", "C", "C", "C", "C", "C", "C", "C", "C", "C", "C", "C", "C", "H", "H", "H", "H", "H", "H", "H", "H", "H", "H", "H", "H", "H", "H", "S", "C", "N", "C", "N", "C", "C", "C", "C", "C", "C", "C", "C", "H", "H", "H", "H", "H", "H", "H", "H", "H", "H", "H", "H", "O", "N", "O", "O", "C", "N", "C", "O", "C", "C", "C", "C", "C", "C", "H", "H", "H", "H"],
  "coordinates": [[-0.052, 0.240, 0.866], [-4.066, -0.276, 1.606], [-2.960, -0.717, 1.423], [-1.914, 0.076, 1.302], [-2.749, -2.210, 1.326], [-3.732, -2.971, 1.965], [-3.725, -4.348, 1.900], [-2.740, -4.990, 1.155], [-1.767, -4.244, 0.519], [-1.736, -2.845, 0.608], [-0.341, -1.962, -0.242], [0.983, -3.217, -0.013], [1.489, -3.426, 1.267], [2.496, -4.357, 1.477], [3.004, -5.093, 0.415], [2.499, -4.892, -0.861], [1.499, -3.954, -1.076], [-0.803, -2.133, -2.021], [0.035, -1.640, -3.022], [-0.328, -1.727, -4.358], [-1.541, -2.295, -4.722], [-2.391, -2.769, -3.734], [-2.026, -2.687, -2.397], [-4.504, -2.439, 2.503], [-4.484, -4.921, 2.416], [-2.725, -6.070, 1.073], [-1.011, -4.760, -0.058], [1.103, -2.854, 2.104], [2.888, -4.495, 2.476], [3.793, -5.816, 0.579], [2.889, -5.459, -1.697], [1.121, -3.804, -2.077], [0.970, -1.166, -2.763], [0.341, -1.337, -5.114], [-1.828, -2.353, -5.764], [-3.349, -3.200, -3.996], [-2.720, -3.046, -1.649], [-0.003, -0.802, 3.182], [1.439, -0.232, 3.861], [2.410, 0.136, 4.370], [2.648, 1.819, -2.034], [2.079, 3.146, -1.972], [1.836, 3.695, -3.285], [0.968, 3.251, -1.018], [-0.315, 2.533, -1.410], [-1.088, 3.181, -2.381], [-2.225, 2.616, -2.927], [-2.626, 1.366, -2.480], [-1.892, 0.742, -1.489], [-0.725, 1.274, -0.905], [3.573, 1.847, -2.615], [1.976, 1.072, -2.493], [2.891, 1.498, -1.023], [2.782, 3.737, -3.831], [1.450, 4.713, -3.198], [1.125, 3.111, -3.894], [0.745, 4.314, -0.898], [1.342, 2.876, -0.071], [-0.789, 4.173, -2.697], [-2.796, 3.148, -3.679], [-3.519, 0.893, -2.871], [-2.300, -0.187, -1.118], [2.308, -0.916, -1.125], [2.771, -0.587, -0.080], [1.908, 0.068, 0.732], [-1.752, 2.467, 2.708], [-0.567, 2.695, 2.719], [0.429, 2.053, 1.969], [1.655, 2.674, 2.233], [2.715, 2.505, 1.680], [1.426, 3.715, 3.296], [2.315, 4.572, 3.907], [1.792, 5.479, 4.827], [0.423, 5.518, 5.095], [-0.457, 4.647, 4.458], [0.083, 3.749, 3.563], [3.372, 4.526, 3.677], [2.454, 6.166, 5.340], [0.041, 6.237, 5.810], [-1.522, 4.671, 4.653]],
  "s_squared": 0.755,
  "spin_multiplicity": 2,
  "largest_force_ev_per_a": 1.24,
  "charge": -1,
  "e_tot_ev": -79356.5066,
  "e_above_lowest_kj_mol": 8.8,
  "homo_lumo_gap_ev": [6.238, 6.378]
}

=====

{
  "formula": "C36H25AsBCl5N8OPt",
  "method": "wB97M-V/def2-TZVPD",
  "symbols": ["Pt", "C", "C", "N", "N", "C", "B", "N", "C", "C", "C", "N", "N", "C", "C", "C", "N", "N", "C", "C", "C", "N", "H", "H", "H", "H", "H", "H", "H", "H", "H", "H", "H", "H", "Cl", "C", "C", "Cl", "C", "Cl", "C", "O", "C", "Cl", "C", "Cl", "C", "C", "C", "C", "C", "C", "As", "C", "C", "C", "C", "C", "C", "C", "C", "C", "C", "C", "C", "H", "H", "H", "H", "H", "H", "H", "H", "H", "H", "H", "H", "H"],
  "coordinates": [[-2.033, -1.286, 0.194], [1.571, -2.037, 2.799], [0.629, -2.497, 1.925], [-0.136, -1.502, 1.424], [0.224, -0.343, 2.031], [1.311, -0.588, 2.976], [-1.211, 1.726, 0.985], [-1.904, 1.051, 2.057], [-1.853, 1.261, 3.409], [-2.766, 0.434, 4.000], [-3.337, -0.304, 2.944], [-2.833, 0.087, 1.793], [-2.045, 1.782, -0.244], [-3.038, 2.582, -0.683], [-3.721, 1.919, -1.678], [-3.094, 0.680, -1.786], [-2.083, 0.603, -0.921], [0.217, 1.921, 1.066], [0.943, 3.991, -0.276], [2.351, 3.489, -0.431], [2.511, 2.223, -0.897], [1.466, 1.544, -1.437], [2.267, -2.613, 3.377], [0.447, -3.514, 1.625], [1.057, -0.355, 4.019], [-1.201, 2.003, 3.826], [-3.011, 0.357, 5.039], [-4.087, -1.070, 2.991], [-3.194, 3.559, -0.274], [-4.558, 2.273, -2.241], [-3.293, -0.117, -2.479], [0.861, 5.057, -0.073], [3.181, 4.059, -0.054], [3.461, 1.699, -0.871], [-2.302, -8.183, -2.175], [-2.496, -6.737, -1.326], [-1.826, -5.559, -1.763], [-0.879, -5.613, -3.176], [-1.961, -4.390, -1.041], [-1.180, -2.956, -1.584], [-2.748, -4.298, 0.153], [-2.828, -3.266, 0.863], [-3.471, -5.499, 0.524], [-4.495, -5.407, 1.866], [-3.335, -6.685, -0.194], [-4.196, -8.078, 0.287], [5.105, -1.708, -2.635], [3.861, -1.764, -3.247], [2.737, -1.368, -2.546], [2.847, -0.891, -1.236], [4.092, -0.857, -0.624], [5.216, -1.260, -1.330], [1.114, -0.166, -0.676], [0.965, 0.677, 1.287], [2.101, 0.596, 2.327], [2.327, 1.677, 3.330], [2.058, 2.990, 3.241], [1.581, 3.671, 2.080], [0.866, 3.171, 1.028], [0.126, 3.555, -1.448], [-0.820, 4.342, -2.087], [-1.484, 3.853, -3.204], [-1.228, 2.569, -3.680], [-0.292, 1.773, -3.054], [0.411, 2.278, -1.958], [5.985, -2.028, -3.173], [3.770, -2.098, -4.270], [1.755, -1.420, -3.016], [4.210, -0.522, 0.400], [6.185, -1.204, -0.858], [3.056, 0.276, 1.895], [2.811, 1.313, 4.228], [2.363, 3.619, 4.068], [1.892, 4.706, 2.009], [-1.030, 5.336, -1.720], [-2.196, 4.482, -3.715], [-1.745, 2.205, -4.555], [-0.026, 0.792, -3.428]],
  "s_squared": 0.778,
  "spin_multiplicity": 2,
  "largest_force_ev_per_a": 3.07,
  "charge": 3,
  "e_tot_ev": -179046.7793,
  "homo_lumo_gap_ev": [3.413, 3.410]
}

=====

{
  "formula": "C20H22N4O3PRu",
  "method": "wB97M-V/def2-TZVPD",
  "symbols": ["Ru", "O", "C", "N", "C", "O", "C", "C", "C", "C", "C", "N", "C", "C", "C", "C", "C", "N", "H", "H", "H", "H", "H", "H", "H", "H", "C", "P", "C", "C", "H", "H", "H", "H", "H", "H", "H", "H", "H", "O", "N", "C", "C", "C", "C", "C", "H", "H", "H", "H", "H"],
  "coordinates": [[-0.354, -0.155, -0.383], [-2.226, 3.150, -1.731], [-1.909, 2.072, -1.328], [-0.591, 1.616, -1.115], [0.546, 2.414, -1.313], [0.570, 3.553, -1.673], [1.813, 1.662, -0.961], [3.043, 2.256, -1.145], [4.182, 1.551, -0.781], [4.039, 0.286, -0.231], [2.769, -0.243, -0.082], [1.670, 0.424, -0.450], [-2.921, 1.013, -0.957], [-4.269, 1.275, -1.076], [-5.173, 0.300, -0.676], [-4.688, -0.890, -0.160], [-3.319, -1.081, -0.079], [-2.447, -0.156, -0.484], [3.079, 3.251, -1.568], [5.164, 1.983, -0.921], [4.899, -0.293, 0.074], [2.618, -1.226, 0.342], [-4.578, 2.234, -1.469], [-6.238, 0.472, -0.756], [-5.356, -1.669, 0.179], [-2.907, -1.994, 0.326], [-0.448, -3.766, 0.358], [-0.079, -2.569, -0.956], [1.537, -3.101, -1.588], [-1.209, -2.977, -2.315], [-0.385, -4.778, -0.045], [-1.446, -3.613, 0.765], [0.273, -3.665, 1.169], [1.450, -4.113, -1.986], [2.283, -3.110, -0.796], [1.873, -2.440, -2.387], [-1.151, -4.044, -2.533], [-0.930, -2.423, -3.213], [-2.235, -2.722, -2.056], [-0.635, 0.291, 1.481], [0.283, 1.055, 2.136], [1.195, 0.450, 2.910], [2.076, 1.214, 3.641], [2.000, 2.600, 3.566], [1.030, 3.190, 2.765], [0.164, 2.389, 2.056], [1.156, -0.629, 2.919], [2.803, 0.722, 4.270], [2.682, 3.215, 4.137], [0.928, 4.263, 2.694], [-0.633, 2.755, 1.426]],
  "s_squared": 0.754,
  "spin_multiplicity": 2,
  "largest_force_ev_per_a": 0.23,
  "charge": 2,
  "e_tot_ev": -45056.5668,
  "e_above_lowest_kj_mol": 58.4,
  "homo_lumo_gap_ev": [7.198, 7.949]
}

=====

{
  "formula": "C8H32O8",
  "method": "wB97M-V/def2-TZVPD",
  "symbols": ["C", "O", "H", "H", "H", "H", "C", "O", "H", "H", "H", "H", "C", "O", "H", "H", "H", "H", "C", "O", "H", "H", "H", "H", "C", "O", "H", "H", "H", "H", "C", "O", "H", "H", "H", "H", "C", "O", "H", "H", "H", "H", "C", "O", "H", "H", "H", "H"],
  "coordinates": [[-2.254, -0.981, -2.191], [-3.674, -1.187, -2.191], [-2.116, -0.255, -2.992], [-1.903, -0.568, -1.245], [-1.705, -1.897, -2.409], [-4.039, -1.041, -3.067], [1.572, 3.807, -0.979], [2.690, 4.040, -0.146], [0.710, 4.338, -0.576], [1.746, 4.087, -2.018], [1.305, 2.750, -0.990], [2.334, 4.220, 0.727], [1.774, -3.056, -2.776], [0.939, -3.099, -3.880], [1.547, -2.238, -2.092], [1.733, -4.052, -2.335], [2.750, -2.841, -3.211], [0.902, -4.001, -4.207], [1.895, -3.293, 1.006], [3.079, -2.498, 1.079], [1.178, -3.080, 1.800], [1.357, -3.358, 0.061], [2.135, -4.323, 1.271], [3.162, -2.214, 1.992], [1.016, 3.109, 3.142], [1.958, 3.950, 2.532], [0.792, 2.246, 2.514], [1.391, 2.701, 4.081], [0.082, 3.650, 3.292], [2.192, 4.644, 3.153], [-2.057, 3.138, 0.198], [-1.555, 2.183, -0.775], [-3.140, 3.027, 0.231], [-1.727, 2.870, 1.201], [-1.735, 4.133, -0.110], [-1.304, 1.396, -0.286], [-2.711, -2.514, 0.575], [-1.597, -2.375, 1.384], [-2.530, -3.044, -0.360], [-3.489, -3.073, 1.096], [-3.168, -1.541, 0.397], [-1.276, -3.260, 1.571], [0.651, 0.012, 0.824], [-0.655, 0.240, 1.255], [1.229, 0.935, 0.770], [1.114, -0.729, 1.475], [0.577, -0.402, -0.181], [-1.175, -0.556, 1.385]],
  "spin_multiplicity": 1,
  "largest_force_ev_per_a": 2.26,
  "charge": 0,
  "e_tot_ev": -25190.6541,
  "e_above_lowest_kj_mol": 399.9,
  "homo_lumo_gap_ev": 9.628,
  "smiles": "CO.CO.CO.CO.CO.CO.CO.CO"
}

=====

{
  "formula": "C53H72F13NO27P",
  "method": "wB97M-V/def2-TZVPD",
  "symbols": ["C", "C", "C", "C", "C", "P", "O", "C", "C", "C", "C", "C", "N", "C", "C", "C", "C", "C", "C", "C", "O", "C", "C", "C", "C", "O", "C", "F", "F", "C", "C", "C", "C", "C", "C", "F", "F", "F", "C", "H", "H", "H", "H", "H", "H", "H", "H", "H", "H", "H", "H", "H", "H", "H", "H", "H", "H", "H", "H", "H", "H", "H", "H", "H", "H", "H", "H", "H", "H", "H", "H", "H", "H", "H", "H", "H", "H", "H", "H", "H", "H", "H", "H", "H", "H", "H", "H", "C", "C", "O", "C", "O", "O", "F", "H", "H", "H", "C", "C", "O", "C", "O", "O", "F", "H", "H", "H", "C", "C", "O", "C", "O", "O", "F", "H", "H", "H", "C", "C", "O", "C", "O", "O", "F", "H", "H", "H", "C", "C", "O", "C", "O", "O", "F", "H", "H", "H", "C", "C", "O", "C", "O", "O", "F", "H", "H", "H", "C", "C", "O", "C", "O", "O", "F", "H", "H", "H", "C", "C", "O", "C", "O", "O", "F", "H", "H", "H"],
  "coordinates": [[-1.852, 1.288, 6.556], [-1.524, 0.122, 6.407], [-1.256, -1.248, 5.841], [-0.189, -1.162, 4.667], [-0.555, -2.056, 3.452], [-0.570, -1.322, 1.635], [-2.251, -1.847, 1.311], [-0.579, -0.676, -0.163], [-0.296, 0.834, -0.430], [-1.525, 1.541, -1.097], [-1.763, 2.954, -0.509], [-0.503, 3.856, -0.505], [0.348, 3.697, -1.712], [-1.449, 0.260, 2.295], [-2.779, 0.051, 3.101], [-4.032, 0.464, 2.257], [-5.274, -0.351, 2.662], [-6.499, -0.180, 1.717], [-6.156, -0.054, 0.212], [-7.441, 0.422, -0.564], [-7.358, 1.804, -0.910], [-7.450, 2.648, 0.211], [-0.118, -3.139, 1.102], [-0.640, -3.680, -0.254], [-1.121, -5.169, -0.108], [0.382, -3.759, -1.307], [1.258, -0.752, 1.917], [1.473, 0.468, 2.563], [2.054, -1.638, 2.703], [2.233, -0.631, 0.701], [2.802, 0.601, 0.374], [3.691, 0.769, -0.665], [4.076, -0.294, -1.471], [3.543, -1.528, -1.140], [3.934, -2.737, -1.965], [3.086, -2.777, -3.041], [3.747, -3.900, -1.320], [5.167, -2.634, -2.487], [2.662, -1.684, -0.082], [-2.087, 2.329, 6.626], [-2.213, -1.673, 5.517], [-0.858, -1.833, 6.686], [0.020, -0.096, 4.546], [0.719, -1.565, 5.157], [0.119, -2.928, 3.539], [-1.524, -2.537, 3.696], [-2.479, -2.688, 1.715], [-1.573, -0.864, -0.592], [0.104, -1.214, -0.841], [0.081, 1.410, 0.434], [0.509, 0.943, -1.180], [-2.453, 0.958, -0.983], [-1.344, 1.654, -2.178], [-2.540, 3.486, -1.092], [-2.090, 2.868, 0.544], [-0.864, 4.909, -0.496], [0.120, 3.753, 0.395], [0.089, 4.427, -2.372], [1.294, 3.933, -1.421], [-0.851, 0.968, 2.884], [-1.890, 0.873, 1.487], [-2.982, -0.933, 3.528], [-2.775, 0.765, 3.950], [-4.186, 1.557, 2.268], [-3.766, 0.176, 1.224], [-4.983, -1.413, 2.725], [-5.562, -0.031, 3.683], [-7.111, -1.097, 1.821], [-7.132, 0.642, 2.086], [-5.916, -1.044, -0.207], [-5.385, 0.694, -0.010], [-7.591, -0.156, -1.484], [-8.316, 0.256, 0.098], [-6.536, 2.591, 0.836], [-8.284, 2.334, 0.873], [-7.604, 3.701, -0.059], [-0.643, -3.838, 1.785], [0.936, -3.429, 1.272], [-1.489, -3.166, -0.714], [-2.168, -5.199, 0.241], [-0.517, -5.696, 0.654], [-1.017, -5.705, -1.056], [0.983, -4.441, -0.982], [2.559, 1.512, 0.923], [4.119, 1.765, -0.878], [4.772, -0.123, -2.291], [2.340, -2.705, 0.098], [-5.337, 4.365, -2.870], [-5.643, 5.832, -2.731], [-4.361, 6.425, -2.776], [-3.586, 5.594, -3.534], [-2.541, 5.900, -4.001], [-4.169, 4.374, -3.693], [-6.212, 6.111, -1.530], [-5.103, 3.894, -1.913], [-6.146, 3.812, -3.342], [-6.265, 6.242, -3.530], [-3.977, -6.624, -3.310], [-3.806, -7.267, -1.959], [-4.480, -6.370, -1.099], [-5.460, -5.781, -1.852], [-6.378, -5.183, -1.405], [-5.245, -5.983, -3.179], [-2.499, -7.326, -1.595], [-3.208, -5.875, -3.514], [-3.987, -7.348, -4.122], [-4.251, -8.260, -1.872], [-1.264, -2.174, -5.332], [-1.444, -2.271, -3.842], [-2.857, -2.224, -3.692], [-3.377, -2.758, -4.832], [-4.500, -3.123, -4.952], [-2.440, -2.830, -5.817], [-0.899, -1.210, -3.220], [-1.252, -1.140, -5.683], [-0.363, -2.675, -5.679], [-1.059, -3.193, -3.399], [2.378, 6.794, 0.608], [3.643, 7.283, -0.047], [4.475, 6.133, -0.014], [3.637, 5.056, -0.052], [3.970, 3.945, -0.303], [2.362, 5.415, 0.226], [4.229, 8.268, 0.674], [2.413, 6.868, 1.688], [1.492, 7.309, 0.250], [3.519, 7.613, -1.081], [8.070, -2.759, -4.372], [9.127, -1.911, -3.719], [10.221, -2.033, -4.612], [9.683, -2.247, -5.850], [10.279, -2.134, -6.868], [8.374, -2.599, -5.762], [9.488, -2.410, -2.513], [8.155, -3.811, -4.100], [7.062, -2.418, -4.148], [8.860, -0.857, -3.611], [-1.356, 7.168, 3.318], [-1.663, 8.634, 3.475], [-0.376, 9.228, 3.450], [0.405, 8.410, 2.689], [1.458, 8.714, 2.231], [-0.178, 7.198, 2.510], [-2.243, 8.894, 4.672], [-1.131, 6.686, 4.271], [-2.156, 6.619, 2.826], [-2.275, 9.056, 2.675], [5.978, -6.487, -0.996], [6.953, -6.273, -2.122], [8.017, -7.142, -1.783], [7.461, -8.172, -1.076], [8.000, -9.204, -0.862], [6.207, -7.858, -0.659], [7.418, -4.998, -2.141], [6.196, -5.858, -0.131], [4.946, -6.323, -1.299], [6.568, -6.534, -3.110], [4.887, 0.232, 4.277], [4.609, 1.705, 4.389], [5.910, 2.270, 4.370], [6.687, 1.413, 3.641], [7.752, 1.690, 3.199], [6.079, 0.211, 3.485], [4.017, 2.010, 5.572], [5.087, -0.230, 5.245], [4.079, -0.310, 3.787], [4.018, 2.116, 3.569]],
  "spin_multiplicity": 1,
  "largest_force_ev_per_a": 3.54,
  "charge": -1,
  "e_tot_ev": -157515.1906,
  "e_above_lowest_kj_mol": 0.0,
  "homo_lumo_gap_ev": 6.328
}